Entry from the OMol25 dataset: a molecular structure, C39H32AsN5O5PbS2 (the ωB97M-V functional and the def2-TZVPD basis).

Geometry (Å):
Pb  -0.02  0.55  -0.15
O  -0.05  -4.04  0.08
C  0.26  -3.01  -0.73
O  1.30  -2.42  -0.66
C  -0.80  -2.72  -1.75
C  -1.60  -3.72  -2.28
C  -2.45  -3.39  -3.32
C  -2.48  -2.08  -3.77
C  -1.70  -1.12  -3.12
N  -0.87  -1.45  -2.14
C  -1.80  0.36  -3.54
O  -2.22  0.55  -4.70
O  -1.38  1.19  -2.70
H  0.68  -4.08  0.72
H  -1.53  -4.73  -1.89
H  -3.07  -4.15  -3.79
H  -3.10  -1.75  -4.59
S  2.68  0.72  1.17
C  3.64  -0.40  0.27
N  4.45  -1.29  0.75
N  4.50  -1.34  2.10
C  5.19  -2.32  2.75
C  5.13  -2.39  4.15
C  5.84  -3.37  4.83
C  6.62  -4.29  4.15
C  6.68  -4.22  2.76
C  5.98  -3.26  2.06
N  3.63  -0.50  -1.16
N  2.76  0.19  -1.70
C  2.69  0.04  -3.12
C  3.62  -0.67  -3.88
C  3.44  -0.76  -5.25
C  2.34  -0.16  -5.86
C  1.42  0.55  -5.10
C  1.60  0.66  -3.72
H  3.84  -0.73  2.59
H  4.52  -1.68  4.69
H  5.78  -3.40  5.91
H  7.17  -5.05  4.69
H  7.27  -4.94  2.21
H  6.01  -3.21  0.98
H  4.46  -1.14  -3.39
H  4.16  -1.30  -5.85
H  2.20  -0.25  -6.93
H  0.55  1.01  -5.55
H  0.89  1.20  -3.11
S  -1.18  2.37  1.67
C  -2.86  2.12  2.11
C  -3.36  2.94  3.16
C  -4.66  2.88  3.59
C  -5.56  1.99  2.99
C  -5.10  1.18  1.97
C  -3.78  1.23  1.52
As  -3.26  0.05  0.04
C  -4.20  -1.57  0.63
C  -3.44  -2.47  1.38
C  -4.01  -3.65  1.85
C  -5.34  -3.94  1.58
C  -6.09  -3.06  0.83
C  -5.53  -1.88  0.36
C  -4.57  0.70  -1.28
C  -4.91  -0.12  -2.35
C  -5.70  0.35  -3.38
C  -6.16  1.65  -3.36
C  -5.82  2.48  -2.30
C  -5.03  2.01  -1.27
H  -2.66  3.63  3.61
H  -4.99  3.53  4.39
H  -6.59  1.93  3.32
H  -5.79  0.49  1.50
H  -2.39  -2.24  1.55
H  -3.40  -4.34  2.43
H  -5.78  -4.86  1.95
H  -7.13  -3.28  0.60
H  -6.13  -1.20  -0.23
H  -4.53  -1.14  -2.39
H  -5.94  -0.30  -4.22
H  -6.77  2.03  -4.17
H  -6.16  3.51  -2.29
H  -4.75  2.67  -0.45
C  0.07  -1.57  2.23
O  -0.71  -1.14  1.16
H  -0.42  -2.42  2.75
H  0.23  -0.79  2.99
H  1.07  -1.92  1.93

## Properties
Total charge = -2
E_LUMO = 4.272 eV

Löwdin population analysis, charges in e, atoms 1 to 6: number 1, Pb, carries 1.04; number 2, O, carries 0.10; number 3, C, carries -0.49; number 4, O, carries 0.09; number 5, C, carries -0.19; number 6, C, carries -0.01

Entry from the OMol25 dataset: a molecular structure, C17H15BF2N3Tl (the ωB97M-V functional and the def2-TZVPD basis).

Geometry (Å):
Tl  0.00  0.52  -1.10
C  2.79  -0.34  -2.82
C  3.12  -0.25  -1.36
C  4.44  -0.14  -0.93
C  4.70  -0.05  0.42
C  3.65  -0.09  1.33
C  2.36  -0.20  0.85
N  2.11  -0.26  -0.48
C  1.17  -0.29  1.74
C  1.21  -0.58  3.09
C  0.01  -0.70  3.77
C  -1.20  -0.58  3.09
C  -1.16  -0.29  1.74
N  0.00  -0.12  1.12
C  -2.36  -0.20  0.86
C  -3.64  -0.08  1.34
C  -4.70  -0.04  0.44
C  -4.44  -0.13  -0.92
C  -3.12  -0.24  -1.35
C  -2.80  -0.34  -2.81
N  -2.12  -0.26  -0.47
H  3.34  -1.16  -3.29
H  3.07  0.57  -3.35
H  1.73  -0.54  -2.99
H  5.24  -0.13  -1.66
H  5.72  0.06  0.77
H  3.84  -0.03  2.39
H  2.15  -0.74  3.61
H  0.01  -0.93  4.83
H  -2.13  -0.74  3.61
H  -3.83  -0.02  2.40
H  -5.71  0.08  0.79
H  -5.24  -0.12  -1.64
H  -3.36  -1.15  -3.28
H  -1.74  -0.54  -2.98
H  -3.07  0.58  -3.34
F  -1.16  3.35  -1.13
B  0.00  2.77  -1.19
F  1.16  3.34  -1.13

## Properties
Total charge = +2
E_LUMO = -8.002 eV

Löwdin population analysis, charges in e, atoms 1 to 6: number 1, Tl, carries 1.31; number 2, C, carries -0.01; number 3, C, carries -0.29; number 4, C, carries 0.03; number 5, C, carries 0.02; number 6, C, carries 0.03

Entry from the OMol25 dataset: 10 unconnected molecules or ions with the total composition C10H40N20O10 (the ωB97M-V functional and the def2-TZVPD basis).

Geometry (Å):
C  -3.22  4.06  -0.86
O  -2.19  3.54  -0.46
N  -3.48  5.37  -0.81
N  -4.24  3.49  -1.49
H  -3.23  5.98  -0.05
H  -4.21  5.73  -1.42
H  -5.01  3.99  -1.92
H  -4.15  2.48  -1.50
C  -3.39  -2.56  0.45
O  -3.28  -3.31  -0.49
N  -3.52  -1.26  0.33
N  -3.23  -2.86  1.65
H  -3.40  -0.62  1.10
H  -3.85  -1.00  -0.59
H  -2.84  -3.77  1.82
H  -3.90  -2.69  2.39
C  2.54  3.18  -3.16
O  1.87  2.29  -3.66
N  2.55  3.42  -1.90
N  3.22  3.98  -3.78
H  2.91  4.24  -1.46
H  1.98  2.80  -1.33
H  3.76  4.69  -3.31
H  3.21  4.06  -4.79
C  -0.78  -5.19  2.60
O  -0.78  -5.70  3.71
N  0.20  -4.66  2.11
N  -1.76  -5.43  1.80
H  0.20  -4.22  1.20
H  1.00  -4.58  2.72
H  -2.60  -5.90  2.11
H  -1.51  -5.31  0.82
C  0.37  0.14  -0.22
O  1.13  1.16  -0.47
N  0.72  -1.08  -0.39
N  -0.79  0.21  0.36
H  0.18  -1.90  -0.15
H  1.67  -1.19  -0.71
H  -1.06  1.19  0.42
H  -1.39  -0.60  0.37
C  -1.18  3.88  3.58
O  -0.69  4.93  3.26
N  -1.45  2.91  2.76
N  -1.55  3.53  4.81
H  -1.17  2.94  1.79
H  -1.83  2.13  3.28
H  -1.87  2.59  5.02
H  -1.36  4.15  5.58
C  3.40  -3.78  0.97
O  3.48  -2.54  1.01
N  4.19  -4.63  1.54
N  2.54  -4.47  0.23
H  3.96  -5.60  1.69
H  5.07  -4.23  1.83
H  1.71  -3.94  -0.01
H  2.64  -5.46  0.38
C  3.52  -1.00  -2.36
O  3.29  -1.04  -3.58
N  3.29  0.03  -1.60
N  4.02  -1.97  -1.61
H  2.72  0.79  -1.95
H  3.48  -0.10  -0.62
H  4.06  -2.02  -0.60
H  4.15  -2.81  -2.16
C  0.93  5.70  -0.03
O  1.97  6.06  -0.56
N  0.37  4.55  -0.16
N  0.13  6.54  0.54
H  -0.62  4.49  0.05
H  0.97  3.74  -0.12
H  0.40  7.52  0.55
H  -0.42  6.17  1.30
C  -0.59  -3.95  -1.63
O  0.17  -3.86  -0.65
N  -0.77  -3.03  -2.60
N  -1.42  -4.89  -1.95
H  -1.09  -3.35  -3.51
H  -0.60  -2.06  -2.38
H  -2.34  -4.48  -1.88
H  -1.18  -5.57  -1.25

## Properties
SMILES = NC(N)=O.NC(N)=O.NC(N)=O.NC(N)=O.NC(N)=O.NC(N)=O.NC(N)=O.NC(N)=O.NC(N)=O.NC(N)=O
Total charge = 0
E_LUMO = -0.290 eV

Löwdin population analysis, charges in e, atoms 1 to 6: number 1, C, carries -0.69; number 2, O, carries 0.03; number 3, N, carries 0.16; number 4, N, carries 0.15; number 5, H, carries 0.12; number 6, H, carries 0.10

Entry from the OMol25 dataset: a molecular structure, C2H4F2N2S (the ωB97M-V functional and the def2-TZVPD basis).

Geometry (Å):
C  -0.45  0.75  0.76
C  0.49  0.38  -1.68
N  -0.25  -0.40  1.38
N  0.96  0.77  -0.45
F  -0.36  1.29  -2.25
F  1.47  0.24  -2.63
S  -1.73  1.71  0.90
H  -0.10  -0.52  -1.88
H  0.66  -0.86  1.20
H  -0.79  -0.89  2.05
H  1.28  1.72  -0.66

## Properties
Total charge = 0
E_LUMO = 0.175 eV

Löwdin population analysis, charges in e, atoms 1 to 6: number 1, C, carries -0.80; number 2, C, carries -0.56; number 3, N, carries 0.06; number 4, N, carries 0.10; number 5, F, carries 0.00; number 6, F, carries 0.04

Entry from the OMol25 dataset: a single C4H7NO molecule (the ωB97M-V functional and the def2-TZVPD basis).

Geometry (Å):
O  -0.66  0.21  -1.67
C  0.18  -0.31  -0.70
C  1.24  0.80  -0.25
C  1.36  0.49  1.18
N  -1.87  -0.55  0.50
C  -0.64  -0.86  0.46
H  -1.53  0.29  -1.24
H  0.77  -1.13  -1.11
H  0.83  1.77  -0.55
H  2.16  0.60  -0.81
H  0.64  1.15  1.71
H  -2.35  -0.96  1.29
H  -0.13  -1.51  1.18

## Properties
Total charge = 0
E_LUMO = -0.432 eV

Löwdin population analysis, charges in e, atoms 1 to 6: number 1, O, carries -0.02; number 2, C, carries -0.38; number 3, C, carries -0.25; number 4, C, carries 0.12; number 5, N, carries 0.11; number 6, C, carries -0.21

Entry from the OMol25 dataset: a molecular structure, C11H16CeCl3NO (the ωB97M-V functional and the def2-TZVPD basis).

Geometry (Å):
C  -0.29  -0.34  -1.46
C  -0.25  1.04  -1.14
C  -1.03  1.24  0.04
C  0.46  2.10  -1.88
C  -1.58  -0.02  0.42
C  -1.14  -0.99  -0.52
C  -1.51  -2.41  -0.52
C  0.43  -0.99  -2.57
C  -1.23  2.52  0.73
C  -2.43  -0.26  1.60
Ce  2.56  0.00  1.32
Cl  2.68  2.51  0.89
Cl  4.04  -0.37  -0.77
Cl  0.97  0.56  3.30
H  1.11  1.66  -2.65
H  1.09  2.69  -1.21
H  -0.25  2.78  -2.38
H  -0.30  3.11  0.74
H  -1.54  2.36  1.77
H  -2.01  3.12  0.22
H  -2.04  0.28  2.47
H  -2.46  -1.33  1.84
H  -3.46  0.07  1.42
H  -1.72  -2.76  0.50
H  -0.70  -3.02  -0.95
H  -2.42  -2.58  -1.12
H  1.43  -0.55  -2.70
H  -0.13  -0.87  -3.51
H  0.55  -2.06  -2.38
O  1.43  -1.70  0.82
H  1.45  -2.67  0.83
N  4.41  -1.91  3.80
C  3.89  -1.18  3.05

## Properties
Total charge = -2
E_LUMO = 4.624 eV

Löwdin population analysis, charges in e, atoms 1 to 6: number 1, C, carries -0.28; number 2, C, carries -0.27; number 3, C, carries -0.27; number 4, C, carries -0.10; number 5, C, carries -0.27; number 6, C, carries -0.29

Number 1: maximum force 0.014 Eh/bohr, HOMO-LUMO gap 6.4 eV. Number 2: maximum force 0.019 Eh/bohr, HOMO-LUMO gap 7.4 eV. Number 3: maximum force 0.225 Eh/bohr, HOMO-LUMO gap 7.8 eV. Number 4: maximum force 0.076 Eh/bohr, HOMO-LUMO gap 9.4 eV. Number 5: maximum force 0.008 Eh/bohr, HOMO-LUMO gap 8.4 eV. Number 6: maximum force 0.056 Eh/bohr, HOMO-LUMO gap 4.4 eV.